[1]
20
Properties=species:S:1:pos:R:3:lowdin_charge:R:1 method="wB97M-V/def2-TZVPD" lumo_energy_ev=0.79 energy_ev=-10405.6280 e_above_lowest_kj_mol=269.77 homo_ev=-8.44 homo_lumo_gap_ev=9.231 smiles="C=C(C)C(C)=O.NN"
C 0.59444 1.63320 1.12053 0.0703
C 0.82140 0.54793 0.38210 -0.3214
C 1.74370 0.56244 -0.79634 -0.0653
C 0.12589 -0.71680 0.74898 -0.4817
C 0.56694 -1.97370 0.03772 -0.0270
O -0.67566 -0.75745 1.66605 0.0114
H -0.06001 1.58553 1.97510 0.0689
H 1.05772 2.58287 0.91067 0.0654
H 2.56429 -0.13809 -0.65186 0.0809
H 1.21178 0.27854 -1.70224 0.0744
H 2.16041 1.55706 -0.93496 0.0775
H 0.53952 -1.85303 -1.03983 0.0707
H 1.58903 -2.20397 0.33539 0.0880
H -0.07630 -2.79828 0.33333 0.0846
N -1.60731 -0.08004 -0.85669 -0.0550
N -2.47628 0.62972 0.06602 -0.0368
H -2.06824 -0.96818 -1.04790 0.0926
H -1.59793 0.45554 -1.72303 0.0907
H -2.03099 1.53439 0.22544 0.0577
H -2.38240 0.12233 0.95153 0.0539



[2]
62
Properties=species:S:1:pos:R:3:lowdin_charge:R:1 method="wB97M-V/def2-TZVPD" total_charge=+1 lumo_energy_ev=-5.13 energy_ev=-63971.4944 e_above_lowest_kj_mol=129.32 homo_ev=-10.78 homo_lumo_gap_ev=5.645
Au -0.28814 -0.32996 0.12045 1.0926
C -6.44749 3.60797 0.87355 -0.0385
C -6.28119 3.23687 -0.59491 -0.2894
C -6.48875 4.45445 -1.47767 -0.1446
C -6.19532 4.13789 -2.93001 -0.1186
C -4.77737 3.67242 -3.05510 -0.1296
C -4.02871 3.92444 -4.17847 0.0755
C -2.71101 3.47361 -4.26935 -0.2490
F -2.03460 3.74804 -5.39024 0.0917
C -2.11411 2.77030 -3.26736 0.0838
C -2.86280 2.49025 -2.11410 -0.0486
C -2.27300 1.69644 -1.06154 -0.2831
O -1.04925 1.39376 -1.09063 -0.0808
C -3.15115 1.29789 -0.00575 -0.0394
C -4.42407 1.79533 0.04834 0.0376
N -4.92437 2.65085 -0.84871 0.0434
C -4.18432 2.94983 -1.99545 -0.0535
C -2.70534 0.28408 0.99195 -0.5931
O -3.32422 -0.71226 1.26129 0.0885
O -1.48081 0.53387 1.51671 -0.2972
H -7.33600 4.22939 0.97542 0.0926
H -5.58980 4.18254 1.22441 0.1014
H -6.58442 2.74889 1.52652 0.0773
H -7.01016 2.46809 -0.86937 0.1606
H -5.83396 5.26048 -1.13309 0.1393
H -7.51722 4.79005 -1.34635 0.1303
H -6.35977 5.00861 -3.56347 0.1278
H -6.87185 3.35285 -3.28289 0.1368
H -4.45453 4.46732 -5.01159 0.1401
H -1.09445 2.42347 -3.34702 0.1387
H -5.08287 1.50542 0.85313 0.1462
C 1.58646 -2.46455 2.29148 -0.3343
Te -0.45455 -1.94580 2.14524 1.8080
C -0.00703 -0.72367 3.82119 -0.3439
C 1.07369 -1.50626 4.52622 -0.2924
C 1.26740 -1.42160 5.90035 -0.0283
C 2.28595 -2.14340 6.49921 -0.0604
C 3.09693 -2.97658 5.73571 -0.0589
C 2.88342 -3.09805 4.37256 -0.0261
C 1.87846 -2.35656 3.76376 -0.2892
H 2.14688 -1.75518 1.68265 0.0809
H 1.72199 -3.45726 1.87224 0.0712
H -0.91213 -0.57999 4.40814 0.0769
H 0.31788 0.25466 3.46391 0.0776
H 0.62924 -0.78557 6.49932 0.1197
H 2.44315 -2.06618 7.56568 0.1110
H 3.89257 -3.53738 6.20539 0.1113
H 3.49365 -3.76862 3.78331 0.1206
I -0.95295 -6.55646 -6.13010 0.9186
C -0.64256 -5.36599 -4.46405 -0.7399
C -1.14492 -4.07000 -4.44021 -0.1362
C -0.92761 -3.27084 -3.33145 -0.0113
C -0.23439 -3.77723 -2.23941 -0.1444
C 0.26034 -5.07774 -2.26327 -0.0059
C 0.06773 -5.87053 -3.38044 -0.1333
C -0.03108 -2.96705 -1.01634 -0.5654
O -0.04155 -3.45192 0.11004 -0.1284
O 0.18858 -1.69904 -1.25669 -0.1739
H -1.69705 -3.68789 -5.28708 0.0965
H -1.29933 -2.25587 -3.31334 0.1196
H 0.79597 -5.46475 -1.40821 0.1234
H 0.46117 -6.87644 -3.40818 0.0981



[3]
7
Properties=species:S:1:pos:R:3:lowdin_charge:R:1 method="wB97M-V/def2-TZVPD" lumo_energy_ev=-0.71 energy_ev=-13507.4737 e_above_lowest_kj_mol=77.96 homo_ev=-11.00 homo_lumo_gap_ev=10.292 smiles="O=[N+]([O-])[SiH3]"
O 0.26257 -0.86855 -1.80026 -0.0931
N -0.08662 -0.90401 -0.50397 -0.5010
O -0.79406 -1.75537 0.00447 0.0000
Si 0.17500 0.67130 0.37831 0.7472
H 1.05259 1.36758 -0.59482 -0.0484
H -1.29394 0.98474 0.72349 -0.0368
H 0.68447 0.50431 1.79278 -0.0679



[4]
108
Properties=species:S:1:pos:R:3:lowdin_charge:R:1 method="wB97M-V/def2-TZVPD" total_charge=+1 lumo_energy_ev="-4.77 / -4.76" energy_ev=-398934.9835 homo_ev="-9.63 / -9.64" homo_lumo_gap_ev="4.860 / 4.879"
Re 1.01740 0.19231 -0.33209 0.5855
Se 2.88340 0.24861 1.30691 0.0643
Se 2.43460 1.59681 3.04861 0.0432
Se 0.06260 1.85051 3.06611 0.1699
Se -0.70360 0.48131 1.43141 0.2303
Cl 1.01880 -2.56309 -3.87289 0.7431
C -0.29450 -1.42419 -3.88719 -0.5941
C -0.79180 -1.02629 -5.11879 -0.1078
C -1.82450 -0.10879 -5.17749 -0.0893
C -2.38260 0.37911 -4.00519 -0.0942
C -1.89410 -0.04439 -2.78709 -0.0782
C -0.83070 -0.94629 -2.69159 -0.3368
C -0.31930 -1.30919 -1.34609 -0.2779
H -0.36690 -1.43289 -6.02379 0.1035
H -2.19920 0.21771 -6.13519 0.1048
H -3.18920 1.09431 -4.04339 0.1064
H -2.31430 0.33551 -1.86689 0.1047
H 0.29280 -2.21829 -1.41889 0.0123
H -1.18180 -1.51859 -0.68939 -0.0063
S 4.14220 -0.13279 -3.75809 1.1135
C 2.82950 0.42701 -2.81019 -0.4136
N 2.48710 -0.31759 -1.80119 -0.1549
C 3.27810 -1.43929 -1.70699 -0.3696
C 3.19430 -2.44529 -0.74479 -0.0754
C 4.10300 -3.47709 -0.77589 -0.0591
C 5.07850 -3.53789 -1.76869 -0.0631
C 5.16040 -2.57239 -2.75039 -0.0678
C 4.26290 -1.51819 -2.70979 -0.4554
H 2.32380 1.35301 -3.02879 0.0660
H 2.42830 -2.40689 0.02171 0.0481
H 4.06580 -4.24459 -0.01839 0.1065
H 5.78110 -4.35559 -1.76589 0.1115
H 5.90740 -2.63099 -3.52459 0.1157
C -2.11030 -2.91419 5.48311 -0.0969
C -1.55690 -1.77939 4.64231 -0.6703
C -0.27160 -1.25079 5.25641 -0.1210
C -2.58270 -0.66819 4.49831 -0.1331
Sb -1.06480 -2.40239 2.47971 1.6288
C -3.06040 -3.09949 1.49651 -0.6564
C -3.73320 -1.81839 1.04141 -0.1241
C -2.73810 -4.00519 0.32451 -0.1091
C -3.90480 -3.83249 2.51421 -0.1100
C 0.55510 -4.12009 2.60591 -0.6329
C 0.14230 -5.12619 3.65871 -0.0995
C 0.62960 -4.76179 1.23231 -0.1116
C 1.86670 -3.44679 2.97151 -0.1107
H -2.36980 -2.52009 6.46571 0.0987
H -1.38580 -3.70719 5.63721 0.0633
H -3.00660 -3.34749 5.05271 0.0590
H -0.49540 -0.76429 6.20521 0.0990
H 0.20140 -0.50849 4.61311 0.0129
H 0.43790 -2.05159 5.45741 0.0712
H -2.73690 -0.18059 5.46001 0.0984
H -3.54360 -1.05999 4.17181 0.0690
H -2.24920 0.09111 3.78511 0.0045
H -3.13840 -1.29729 0.28991 0.0497
H -3.90990 -1.13739 1.87331 0.0678
H -4.69850 -2.05569 0.59441 0.1003
H -1.97820 -3.58379 -0.33159 0.0634
H -3.63960 -4.14399 -0.27179 0.0985
H -2.41860 -4.98789 0.66361 0.0745
H -4.25620 -3.17059 3.30041 0.0667
H -3.36910 -4.66539 2.96291 0.0761
H -4.78150 -4.24259 2.01161 0.1002
H -0.88810 -5.44819 3.52871 0.0767
H 0.26120 -4.72809 4.66301 0.0703
H 0.77690 -6.00919 3.57421 0.1012
H -0.23110 -5.39939 1.04571 0.0717
H 1.52210 -5.38589 1.17701 0.0946
H 0.69630 -4.02219 0.43421 0.0606
H 1.81690 -2.95899 3.94371 0.0695
H 2.16790 -2.70599 2.23101 0.0336
H 2.65590 -4.19879 3.02421 0.0998
C 0.20670 1.65121 -1.16739 -0.3016
Ge 0.18510 3.59031 -1.37079 0.9483
C -0.89570 4.38721 -2.81259 -0.2828
C -1.11590 3.74981 -4.02529 -0.1245
C -1.76700 4.41911 -5.04679 -0.0785
C -2.19760 5.72411 -4.86639 -0.0761
C -1.97970 6.36471 -3.65719 -0.0749
C -1.32870 5.69501 -2.63829 -0.1059
C -0.37960 4.27761 0.40461 -0.3062
C -1.67670 3.98151 0.80891 -0.1645
C -2.17740 4.49141 1.99301 -0.1024
C -1.37620 5.28941 2.79621 -0.0940
C -0.07610 5.57471 2.41201 -0.0840
C 0.41740 5.07581 1.21541 -0.1100
C 2.10950 3.76071 -1.82579 -0.2863
C 2.43960 3.81901 -3.17509 -0.1324
C 3.76230 3.79691 -3.57749 -0.0912
C 4.77140 3.74341 -2.62889 -0.0816
C 4.45340 3.72181 -1.28079 -0.0697
C 3.12760 3.70651 -0.88319 -0.1130
H -0.78660 2.72661 -4.16159 0.0898
H -1.93700 3.92621 -5.99329 0.1052
H -2.69460 6.24571 -5.67059 0.1062
H -2.30730 7.38451 -3.51369 0.1076
H -1.14560 6.18601 -1.69169 0.0996
H -2.29300 3.34531 0.18331 0.1035
H -3.19500 4.27671 2.28621 0.1081
H -1.76760 5.69171 3.71891 0.1077
H 0.54940 6.20181 3.03331 0.1102
H 1.42390 5.31871 0.90381 0.0971
H 1.64730 3.87281 -3.91209 0.0957
H 4.00470 3.82271 -4.62959 0.1087
H 5.80470 3.72131 -2.94119 0.1071
H 5.24190 3.71831 -0.53929 0.1101
H 2.88220 3.65141 0.17071 0.0845



[5]
10
Properties=species:S:1:pos:R:3:lowdin_charge:R:1 method="wB97M-V/def2-TZVPD" lumo_energy_ev=0.49 energy_ev=-10657.5136 e_above_lowest_kj_mol=43.02 homo_ev=-10.44 homo_lumo_gap_ev=10.929 smiles="CC(F)(F)C=O"
C -0.62974 1.03409 -0.06520 0.0124
C -0.29338 -0.40146 0.10881 -0.6584
F -0.83258 -1.13451 -0.83667 0.0951
F -0.74986 -0.83628 1.29658 0.1059
C 1.18216 -0.83161 -0.07353 -0.1255
O 2.07856 -0.05559 0.19661 0.0759
H -0.02266 1.60068 0.64059 0.0874
H -0.37677 1.42737 -1.16082 0.1446
H -1.72970 1.15433 0.08789 0.1048
H 1.37398 -1.95703 -0.19427 0.1578



[6]
8
Properties=species:S:1:pos:R:3:lowdin_charge:R:1 method="wB97M-V/def2-TZVPD" lumo_energy_ev="-2.29 / -1.01" energy_ev=-32919.5318 e_above_lowest_kj_mol=210.16 homo_ev="-9.53 / -9.37" homo_lumo_gap_ev="7.235 / 8.356"
C 1.41025 0.16771 -0.14590 -0.4877
O -1.69574 0.88360 0.95825 -0.5405
F 1.35986 0.93763 0.91113 0.1534
F 1.99893 0.69274 -1.20000 0.1623
F 1.86331 -1.07222 0.08755 0.1230
S -1.62201 -1.95920 0.51880 0.2254
S -1.31042 -0.10932 0.00009 0.3148
H -2.00419 0.45906 -1.12993 0.0493